ORCA calculation (ωB97M-V/def2-TZVPD) on C22H31FN6O4PPdS as an isolated structure.

Properties
E_LUMO (alpha / beta) = 2.7 / 2.7 eV
Net charge = -1
Energy above the lowest of the compared OMol25 structures with the same formula, charge and spin = 0.0 kcal/mol

Last column: Mulliken charge in e.
Geometry (Å):
Pd1 0.11 -0.15 0.85  -0.0029
C1 -0.87 4.40 -0.89  -1.0314
C2 0.40 3.74 -0.48  1.0316
N1 1.24 4.22 0.37  -0.9756
N2 2.21 3.25 0.43  0.2921
C3 1.98 2.16 -0.33  0.0250
S1 2.81 0.72 -0.41  -0.2544
N3 0.81 2.53 -0.97  0.4401
N4 0.14 1.73 -1.86  -0.8716
H1 -0.93 5.37 -0.40  0.3451
H2 -1.72 3.79 -0.59  0.1685
H3 -0.91 4.54 -1.97  0.3163
H4 2.97 3.33 1.09  0.2571
H5 -0.64 1.23 -1.41  0.3329
H6 -0.02 2.18 -2.75  0.2318
C4 -3.96 1.09 0.72  -2.1762
C5 -2.81 0.47 1.53  2.6986
C6 -3.01 -1.04 1.62  -1.3971
C7 -2.80 1.08 2.94  -1.5857
C8 -1.52 0.82 0.81  -0.9056
H7 -4.92 0.84 1.17  0.4552
H8 -3.95 0.72 -0.31  0.4012
H9 -3.87 2.18 0.69  0.3823
H10 -3.85 -1.30 2.28  0.4391
H11 -2.11 -1.51 2.01  -0.2006
H12 -3.20 -1.46 0.63  0.4484
H13 -3.71 0.81 3.48  0.4749
H14 -2.73 2.17 2.90  0.4191
H15 -1.95 0.70 3.50  0.1230
H16 -1.49 1.92 0.74  0.0573
F1 -2.87 -4.22 2.12  -0.4065
C9 -1.60 -4.60 2.30  0.5864
C10 -0.69 -4.40 1.33  -0.1325
N5 0.62 -4.80 1.47  0.0515
C11 1.57 -4.54 0.38  -1.0485
C12 1.79 -3.02 0.12  0.6618
O1 2.95 -2.67 -0.08  -0.7133
O2 0.72 -2.35 0.15  -0.6855
C13 1.07 -5.40 2.63  0.5998
O3 2.21 -5.78 2.81  -0.6769
N6 0.10 -5.54 3.61  0.0032
C14 -1.25 -5.20 3.56  0.1794
O4 -1.98 -5.40 4.51  -0.6855
H17 -0.92 -3.89 0.41  0.3924
H18 1.17 -5.00 -0.53  0.2925
H19 2.51 -5.01 0.63  0.3491
H20 0.42 -5.96 4.46  0.2237
C15 2.28 1.15 3.33  -1.5980
P1 1.22 -0.26 2.82  1.7719
C16 2.43 -1.62 2.96  -1.2575
C17 0.22 -0.56 4.32  -0.1308
C18 -0.03 0.42 5.28  -0.2693
C19 -0.87 0.15 6.36  -0.5083
C20 -1.47 -1.10 6.48  -0.7651
C21 -1.22 -2.08 5.53  -0.4065
C22 -0.38 -1.81 4.46  0.2319
H21 1.71 2.08 3.33  0.3979
H22 3.07 1.22 2.58  0.4138
H23 2.72 0.97 4.31  0.4172
H24 2.93 -1.59 3.93  0.4346
H25 3.15 -1.54 2.15  0.4036
H26 1.92 -2.57 2.85  0.0009
H27 0.41 1.40 5.19  0.2939
H28 -1.07 0.92 7.09  0.3808
H29 -2.13 -1.31 7.32  0.3801
H30 -1.69 -3.06 5.61  0.3694
H31 -0.22 -2.56 3.70  -0.4900